1.
{"formula": "C20H60IO20", "method": "ωB97M-V/def2-TZVPD", "multiplicity": 1, "energy_ha": -2600.47084, "gap_ev": 9.11, "relative_energy_kcal_mol": 0.59, "e_homo_ha": -0.24976, "charge": -1, "lumo_ev": 2.313, "species": ["I", "C", "C", "O", "O", "H", "H", "H", "H", "H", "H", "C", "C", "O", "O", "H", "H", "H", "H", "H", "H", "C", "C", "O", "O", "H", "H", "H", "H", "H", "H", "C", "C", "O", "O", "H", "H", "H", "H", "H", "H", "C", "C", "O", "O", "H", "H", "H", "H", "H", "H", "C", "C", "O", "O", "H", "H", "H", "H", "H", "H", "C", "C", "O", "O", "H", "H", "H", "H", "H", "H", "C", "C", "O", "O", "H", "H", "H", "H", "H", "H", "C", "C", "O", "O", "H", "H", "H", "H", "H", "H", "C", "C", "O", "O", "H", "H", "H", "H", "H", "H"], "xyz": [[0.35037, -0.02032, -0.96230], [0.64201, 4.51806, -0.45982], [1.13230, 4.81730, -1.81930], [1.64918, 6.14332, -1.98103], [1.66955, 4.69250, 0.53545], [0.23063, 3.50838, -0.46127], [-0.12734, 5.19101, -0.14236], [0.33572, 4.73599, -2.53103], [1.91830, 4.12923, -2.04663], [2.42200, 6.25181, -1.44209], [2.16739, 3.85688, 0.70246], [0.58854, 0.57961, -5.45942], [1.10210, -0.83861, -5.41169], [0.16790, -1.72410, -5.98762], [-0.75153, 0.61020, -4.96306], [0.56440, 1.05925, -6.46221], [1.25567, 1.17329, -4.84171], [1.16078, -1.05113, -4.34322], [2.03487, -1.07323, -5.85442], [-0.66686, -1.21127, -5.83535], [-0.80812, 0.61320, -3.99195], [-0.27611, -1.12527, 2.91889], [-0.21042, -1.35808, 4.45615], [-0.48571, -0.13500, 5.23778], [1.08114, -0.64774, 2.46016], [-1.05107, -0.48003, 2.62429], [-0.48211, -2.10924, 2.43828], [0.71817, -1.76809, 4.73101], [-1.00622, -1.98882, 4.76881], [-0.11436, 0.65325, 4.80249], [0.98112, -0.62190, 1.47987], [4.33312, 1.85790, -0.83106], [4.56913, 1.15792, -2.13050], [3.47102, 1.20865, -3.06916], [3.17374, 1.46093, -0.21665], [4.35909, 2.96979, -1.02660], [5.22292, 1.73735, -0.20503], [4.87305, 0.11356, -1.86431], [5.46175, 1.49711, -2.63240], [2.67420, 0.75455, -2.70667], [2.53035, 1.02714, -0.74058], [-0.93902, -3.64201, -1.98546], [0.56402, -3.67836, -1.72440], [0.83693, -4.16223, -0.35744], [-1.62172, -2.96451, -0.94456], [-1.38005, -4.63376, -2.02833], [-1.17410, -3.09996, -2.92050], [0.88966, -2.68128, -1.91287], [1.06957, -4.35261, -2.39122], [0.42343, -3.49164, 0.27012], [-1.40943, -2.06997, -1.03779], [-4.13143, -1.00107, 5.57913], [-4.25652, -1.89011, 4.38093], [-3.15589, -1.56287, 3.46898], [-2.89078, -1.05017, 6.18712], [-4.94868, -1.32324, 6.28977], [-4.43030, 0.04464, 5.40139], [-5.22795, -1.76042, 3.88118], [-4.14437, -2.92090, 4.69416], [-3.50055, -0.85793, 2.84815], [-2.27226, -0.57549, 5.57510], [4.05029, -1.98199, -0.21701], [4.11335, -2.23564, 1.23284], [5.23070, -3.17385, 1.48048], [3.89723, -3.23196, -0.88164], [5.00466, -1.58379, -0.44270], [3.23731, -1.19990, -0.39237], [3.20822, -2.64015, 1.67404], [4.39174, -1.29036, 1.73332], [5.20161, -3.80362, 0.75023], [2.93457, -3.35398, -0.84314], [-3.60520, 2.10099, 1.79402], [-2.52918, 2.42912, 0.74424], [-3.13899, 2.09277, -0.48255], [-3.97882, 0.73075, 1.68392], [-4.48272, 2.77566, 1.65643], [-3.33736, 2.29652, 2.80390], [-1.58720, 1.86240, 0.80552], [-2.27092, 3.55285, 0.80173], [-2.47164, 1.63551, -0.96728], [-4.19193, 0.56274, 0.74813], [-4.36492, -2.70553, -3.27847], [-4.09246, -2.69872, -4.79143], [-2.69024, -2.43522, -4.95904], [-4.32105, -3.94698, -2.66143], [-5.34621, -2.22509, -3.05031], [-3.66550, -1.99616, -2.82785], [-4.67500, -1.87283, -5.22872], [-4.34905, -3.62835, -5.20080], [-2.24881, -3.24883, -5.13218], [-3.49228, -3.98815, -2.24857], [1.76102, 3.87745, 3.85174], [1.87946, 2.53530, 3.28596], [0.62388, 2.11070, 2.77234], [0.70273, 3.98318, 4.87689], [1.51980, 4.54198, 3.01446], [2.60316, 4.16563, 4.43668], [2.18290, 1.84986, 4.11378], [2.56801, 2.57377, 2.41634], [0.70216, 1.21531, 2.48302], [-0.13448, 3.85715, 4.43578]], "forces_ev_per_a": [[-0.424, 0.167, -0.308], [0.372, -0.407, 1.208], [0.796, 1.138, -0.160], [-0.868, 0.028, -0.448], [0.554, -0.843, -0.013], [0.041, -0.205, 0.177], [-0.619, 0.515, -0.013], [-0.455, -0.212, -0.465], [0.491, -0.796, -0.430], [0.487, -0.120, 0.585], [-0.764, 0.696, -0.538], [0.359, 0.768, -0.162], [-1.071, -0.434, 0.703], [-1.320, 0.728, -0.126], [-0.219, 0.098, -0.126], [-0.081, -0.577, 0.473], [0.088, 0.344, 0.135], [0.293, -0.206, 0.347], [1.146, 0.419, -0.477], [0.301, -1.092, -0.200], [0.504, -0.133, -0.365], [2.611, -1.887, 0.892], [-1.203, 2.551, -1.137], [0.460, -0.374, -0.812], [-2.117, -0.385, -0.145], [-0.887, 1.160, -0.232], [0.187, 0.551, 0.274], [1.338, -0.428, 0.287], [-0.532, -0.792, -0.015], [-0.031, -0.458, 0.012], [0.319, 0.047, 0.514], [0.845, 2.114, -1.271], [0.012, -1.932, -0.286], [0.119, -0.197, 0.821], [0.731, 0.853, 2.638], [-0.506, -0.632, 0.118], [-0.195, -0.519, 0.282], [-0.760, 0.329, -0.420], [0.056, 0.705, -0.315], [0.827, 0.300, -0.175], [-1.018, -0.610, -1.194], [-0.189, 0.191, -0.295], [-1.102, -0.945, 1.265], [-0.503, 1.922, -0.340], [-0.702, -2.324, 0.428], [0.115, -0.277, -0.024], [0.420, -0.416, -0.003], [0.783, 0.771, 0.263], [0.197, -0.383, -0.276], [0.577, -1.202, -1.256], [0.517, 2.533, -0.014], [-2.255, 0.288, 1.174], [1.020, 0.846, -1.103], [-1.560, 0.495, -0.516], [0.750, 0.250, -0.363], [0.937, 0.005, -0.206], [0.190, -0.069, -0.583], [0.191, -0.065, 0.129], [0.161, -0.266, -0.114], [0.556, -0.861, 0.811], [-0.187, -0.401, 0.858], [-1.431, 0.516, 0.270], [1.771, -0.476, 1.489], [-0.860, 0.889, 0.069], [-0.875, 0.712, -0.452], [0.936, 0.485, -0.819], [0.895, -1.141, -0.303], [-0.270, -0.013, -0.030], [-0.256, -0.457, 0.048], [-0.180, -0.011, -0.001], [0.179, -0.693, -0.093], [-0.216, 0.200, -0.942], [-0.052, 1.477, 0.815], [-0.602, 0.494, -0.119], [-0.247, -0.064, -0.048], [0.368, -0.466, -0.427], [0.780, -0.150, 0.876], [-0.330, 0.135, 0.632], [-0.367, -1.521, -0.139], [0.652, -0.574, -0.902], [0.217, 0.227, 0.388], [-1.344, 1.788, -0.288], [0.741, 1.652, 1.830], [-0.722, 0.814, -0.331], [-1.298, -0.557, -0.749], [0.237, -0.571, -0.360], [0.280, -0.142, -0.026], [0.365, -0.308, -0.149], [-0.576, -1.311, -0.782], [0.600, -0.869, -0.275], [1.778, -0.374, 1.202], [-2.393, 1.341, 0.784], [0.114, -1.882, -0.141], [-0.603, 1.727, 0.631], [0.993, -0.163, -0.634], [0.248, 0.398, 0.356], [1.034, 0.280, -0.187], [0.244, 0.109, -0.835], [0.318, -0.299, 0.780], [0.402, -1.367, -0.345], [-0.317, -0.195, -0.265]], "mulliken_charge": [-0.38, 0.29, -0.42, -0.58, -0.58, -0.14, 0.33, 0.35, 0.16, 0.32, 0.22, -0.31, 0.17, -0.57, -0.59, 0.29, 0.19, -0.28, 0.43, 0.37, 0.27, 0.37, -0.83, -0.69, -0.43, 0.08, 0.27, 0.31, 0.45, 0.34, -0.25, -0.17, -0.41, -0.45, 0.20, 0.16, 0.38, -0.03, 0.43, 0.20, -0.61, -0.29, -0.24, -0.61, -0.28, 0.39, 0.20, -0.11, 0.55, 0.40, -0.01, -0.40, -0.46, -0.26, -0.49, 0.32, 0.25, 0.33, 0.26, 0.21, 0.32, 0.20, -0.26, -0.61, -0.69, 0.35, -0.06, 0.19, 0.19, 0.35, 0.34, -0.72, 0.46, -0.58, -0.51, 0.33, 0.40, -0.16, 0.04, 0.32, 0.30, -0.13, -0.56, -0.38, -0.59, 0.34, 0.09, 0.26, 0.33, 0.24, 0.35, -0.68, 0.27, 0.03, -0.61, 0.31, 0.38, 0.29, -0.18, 0.15, 0.30]}

2.
{"formula": "C20H60O10", "method": "ωB97M-V/def2-TZVPD", "multiplicity": 1, "energy_ha": -1550.17335, "gap_ev": 10.12, "relative_energy_kcal_mol": 102.22, "e_homo_ha": -0.36218, "charge": 0, "lumo_ev": 0.266, "species": ["C", "C", "O", "H", "H", "H", "H", "H", "H", "C", "C", "O", "H", "H", "H", "H", "H", "H", "C", "C", "O", "H", "H", "H", "H", "H", "H", "C", "C", "O", "H", "H", "H", "H", "H", "H", "C", "C", "O", "H", "H", "H", "H", "H", "H", "C", "C", "O", "H", "H", "H", "H", "H", "H", "C", "C", "O", "H", "H", "H", "H", "H", "H", "C", "C", "O", "H", "H", "H", "H", "H", "H", "C", "C", "O", "H", "H", "H", "H", "H", "H", "C", "C", "O", "H", "H", "H", "H", "H", "H"], "xyz": [[-18.59851, 2.50005, 4.70188], [-20.08472, 2.10365, 4.98767], [-20.00157, 1.34925, 6.11976], [-18.10243, 3.16833, 5.40573], [-18.65455, 2.83431, 3.66592], [-17.84345, 1.72139, 4.59385], [-20.50793, 1.53115, 4.16230], [-20.67328, 3.00738, 5.14567], [-20.77747, 0.79007, 6.20280], [-21.70690, 5.97786, 1.27270], [-22.57168, 4.76323, 1.40239], [-23.86644, 5.19815, 1.12136], [-21.94249, 6.62829, 2.11504], [-21.87915, 6.41416, 0.28879], [-20.67146, 5.63948, 1.23446], [-22.58215, 4.25392, 2.36602], [-22.23817, 4.05434, 0.64453], [-24.49782, 4.56477, 1.47035], [-16.51618, 9.19328, 3.97673], [-17.47295, 7.91613, 3.86510], [-16.89952, 6.96634, 3.02570], [-16.50633, 9.70595, 3.01487], [-15.52336, 8.80506, 4.20408], [-16.79782, 9.83599, 4.81082], [-18.46012, 8.24184, 3.53721], [-17.68455, 7.42305, 4.81389], [-16.34539, 6.54005, 3.68359], [-22.65596, 6.56418, 8.16597], [-22.26404, 5.22693, 8.69539], [-21.77832, 5.36121, 9.96867], [-22.16260, 7.42375, 8.61966], [-23.69437, 6.81285, 8.38495], [-22.50116, 6.68725, 7.09405], [-21.50233, 4.69266, 8.12755], [-23.12962, 4.56788, 8.76274], [-21.49765, 4.45729, 10.12911], [-16.71724, 0.70628, 9.61257], [-16.90582, 2.18512, 9.89929], [-17.52843, 2.30481, 11.16501], [-16.42888, 0.75953, 8.56277], [-17.65413, 0.19237, 9.82761], [-15.91628, 0.31340, 10.23884], [-17.55466, 2.63254, 9.14635], [-15.93206, 2.65775, 9.77080], [-18.39543, 1.91163, 11.04124], [-21.05829, -0.72835, 12.82361], [-21.79191, 0.58681, 12.39416], [-21.41305, 0.89373, 11.07015], [-19.96944, -0.68975, 12.85572], [-21.36791, -1.34456, 11.97950], [-21.43417, -1.25667, 13.69979], [-21.41960, 1.37959, 13.04299], [-22.87857, 0.53983, 12.46530], [-21.67329, 0.19111, 10.46998], [-21.38948, -3.81390, 6.51808], [-21.17264, -2.95278, 7.79940], [-22.37010, -2.21225, 8.13126], [-20.43790, -4.30404, 6.31228], [-21.69744, -3.04854, 5.80569], [-22.33129, -4.36113, 6.55859], [-20.46479, -2.15988, 7.55785], [-20.79445, -3.57379, 8.61144], [-22.84057, -2.78472, 8.74162], [-13.91656, 3.70994, -1.55619], [-14.31851, 4.44857, -0.24039], [-15.65524, 4.16325, 0.06218], [-13.99896, 2.65030, -1.31440], [-12.90619, 3.87045, -1.93236], [-14.73239, 3.97088, -2.23030], [-14.05829, 5.50686, -0.22032], [-13.67731, 4.04941, 0.54551], [-16.07062, 4.72004, 0.72479], [-13.12739, 3.74092, 5.97586], [-12.55080, 5.08375, 5.63760], [-13.23481, 5.61994, 4.55887], [-12.69602, 3.29631, 6.87271], [-12.93262, 3.04989, 5.15571], [-14.18671, 3.95590, 6.11630], [-11.54830, 4.85079, 5.27867], [-12.50548, 5.80269, 6.45563], [-12.69841, 6.32689, 4.19268], [-13.90427, -0.92462, 3.21194], [-13.94913, -2.46352, 3.01336], [-12.86065, -2.94392, 2.26416], [-14.77987, -0.54316, 3.73721], [-13.86922, -0.34521, 2.28935], [-12.99898, -0.55642, 3.69462], [-14.78202, -2.75566, 2.37379], [-14.15818, -3.00201, 3.93772], [-12.02289, -2.85218, 2.72387]], "forces_ev_per_a": [[-0.647, -0.146, -1.489], [2.350, 0.771, -0.672], [-0.613, -1.584, 2.113], [-0.707, 0.525, -0.125], [0.455, 1.068, 0.061], [-0.667, -0.917, 0.357], [0.073, 0.084, -0.292], [-0.137, 0.213, -0.130], [-0.112, -0.008, 0.209], [0.519, -0.591, 0.277], [0.178, -0.390, -0.596], [-1.412, 0.181, -0.146], [0.403, 0.413, -0.338], [-0.309, 0.316, 0.242], [0.222, 0.330, 0.489], [0.542, 0.168, 0.255], [-0.039, -0.429, -0.069], [-0.089, 0.000, -0.100], [-0.908, -1.800, 0.347], [-0.098, 2.337, 0.701], [0.207, -0.574, -0.162], [0.015, 0.093, 0.193], [0.154, 0.129, -0.125], [-0.183, 0.181, -0.225], [0.064, -0.095, -0.562], [0.232, 0.384, 0.491], [0.591, -0.737, -0.679], [-0.603, 1.341, -0.633], [-0.571, -0.369, -1.017], [0.888, -0.181, 1.912], [0.695, -0.400, 0.236], [-0.237, -0.369, -0.162], [-0.116, -0.242, -0.068], [-0.006, 0.243, -0.757], [-0.368, -0.124, -0.533], [0.331, 0.052, 1.026], [0.282, 1.067, -0.345], [-0.582, -0.926, -0.159], [0.548, 0.868, 0.389], [-0.042, -1.122, -0.191], [0.110, -0.274, -0.447], [-0.061, -0.141, -0.126], [-0.072, 0.046, -0.234], [-0.082, 0.438, 0.901], [-0.202, 0.012, 0.193], [-1.424, -0.045, -1.011], [1.349, -0.640, 1.004], [0.307, 0.738, -0.224], [-0.154, 0.412, -0.066], [0.469, -0.753, -0.002], [-0.083, 0.436, 0.215], [-0.252, 0.356, -0.286], [-0.015, -0.284, 0.260], [-0.117, -0.183, 0.032], [-0.562, 2.063, 1.047], [-0.521, 0.089, -1.129], [0.542, -0.764, 0.406], [-0.517, -0.373, -0.491], [0.717, -0.105, -0.680], [0.543, -0.937, 0.431], [0.368, -0.285, 0.143], [-0.126, 0.221, 0.293], [-0.411, 0.145, 0.021], [-1.367, 0.249, 1.349], [1.794, -0.362, 0.284], [-0.765, -0.466, -0.656], [-0.081, -0.104, -0.229], [-0.233, 0.476, 0.071], [0.451, -0.139, -0.615], [-0.449, 0.308, -0.524], [0.123, -0.220, 0.319], [0.498, 0.296, 0.045], [-0.555, 0.346, 0.266], [1.835, -0.745, 0.045], [-1.131, 0.610, -1.037], [-0.060, 0.233, 0.099], [-0.377, 0.059, -0.058], [-0.241, -0.764, 0.062], [0.609, 0.406, 0.377], [-0.044, -0.189, 0.330], [-0.111, 0.062, -0.100], [-0.014, -0.074, -0.280], [-0.561, 1.029, -0.646], [0.530, -0.381, -0.080], [0.036, -0.188, 0.282], [-0.232, -0.517, -0.482], [0.035, -0.430, 0.578], [-0.305, 0.417, 0.026], [0.567, 0.028, 0.356], [-0.059, 0.126, 0.247]], "mulliken_charge": [-1.08, -0.17, -0.40, 0.27, 0.35, 0.28, 0.30, 0.21, 0.23, -0.97, -0.12, -0.52, 0.27, 0.29, 0.30, 0.23, 0.23, 0.30, -0.80, -0.41, -0.43, 0.24, 0.20, 0.34, 0.26, 0.31, 0.27, -1.11, 0.10, -0.53, 0.33, 0.29, 0.29, 0.11, 0.23, 0.29, -0.84, -0.28, -0.52, 0.28, 0.27, 0.26, 0.21, 0.33, 0.28, -0.82, -0.28, -0.41, 0.24, 0.16, 0.34, 0.26, 0.29, 0.23, -0.92, -0.27, -0.52, 0.33, 0.24, 0.30, 0.20, 0.35, 0.29, -0.99, -0.16, -0.51, 0.24, 0.35, 0.26, 0.32, 0.20, 0.28, -0.87, -0.27, -0.48, 0.36, 0.22, 0.18, 0.27, 0.31, 0.28, -0.82, -0.29, -0.51, 0.23, 0.28, 0.28, 0.24, 0.28, 0.30]}